143
Properties=species:S:1:pos:R:3:forces:R:3:lowdin_charge:R:1 method="wB97M-V/def2-TZVPD" lumo_ev=0.556 homo_lumo_gap_ha=0.3479 e_homo_ev=-8.9 spin_multiplicity=1 relative_energy_kj_mol=353.4 energy_ev=-67090.073
C -31.412 4.582 -4.418 0.592 0.509 0.192 -0.12
O -31.842 4.406 -5.737 0.415 -0.227 0.027 -0.19
C -30.790 4.323 -6.702 -0.930 0.110 -0.950 -0.19
C -31.053 3.017 -7.474 1.146 -1.182 0.708 -0.39
C -30.553 1.804 -6.634 0.176 -0.959 0.504 -0.06
N -30.387 2.953 -8.791 -0.368 0.297 0.907 0.09
H -30.952 5.566 -4.289 -0.006 0.197 0.048 0.09
H -30.637 3.860 -4.154 -0.147 -0.263 0.181 0.08
H -32.261 4.529 -3.737 -0.034 -0.221 -0.148 0.09
H -30.865 5.222 -7.319 -0.268 -0.116 -0.467 0.11
H -29.757 4.404 -6.358 -0.086 -0.450 0.721 0.11
H -32.120 2.791 -7.441 -0.322 0.858 -0.715 0.11
H -31.364 1.180 -6.253 -0.383 0.474 0.237 0.07
H -29.918 2.010 -5.772 -0.039 0.482 -0.029 0.07
H -30.002 1.014 -7.153 0.307 0.481 -0.729 0.06
H -30.399 1.981 -9.067 0.000 0.078 -0.359 0.04
H -30.874 3.513 -9.480 0.020 0.008 -0.183 0.06
C -30.782 1.816 -15.314 1.752 1.619 -0.709 -0.14
O -31.791 2.383 -14.561 -0.576 0.875 -0.282 -0.22
C -32.897 2.746 -15.387 -0.879 -1.247 1.238 -0.18
C -33.865 3.503 -14.477 -1.998 -1.361 -0.003 -0.39
C -34.291 2.619 -13.239 2.693 1.391 -0.166 -0.05
N -35.144 3.809 -15.153 0.518 0.745 -0.871 0.01
H -30.425 2.557 -16.040 -0.288 0.100 -0.549 0.07
H -31.031 0.940 -15.915 -0.019 -0.487 0.631 0.10
H -29.894 1.832 -14.679 -0.093 -1.261 0.239 0.08
H -32.687 3.242 -16.336 0.525 0.388 0.225 0.13
H -33.305 1.758 -15.630 -0.682 0.083 -0.468 0.13
H -33.404 4.462 -14.241 0.031 -0.111 0.499 0.13
H -34.682 3.294 -12.477 -0.658 -0.267 -0.078 0.07
H -33.347 2.274 -12.811 -0.200 -0.542 0.259 0.05
H -34.916 1.776 -13.523 -0.123 0.217 0.027 0.08
H -35.790 4.164 -14.462 -0.050 0.082 -0.019 0.06
H -35.580 2.989 -15.553 0.150 -0.204 0.059 0.06
C -32.766 0.002 -9.242 -0.817 0.445 -0.070 -0.10
O -32.522 -0.026 -10.639 0.546 -0.305 0.038 -0.19
C -31.183 -0.318 -11.040 -0.747 -0.210 0.811 -0.19
C -31.068 -0.523 -12.530 -0.322 -0.980 -1.432 -0.42
C -32.156 -1.447 -13.143 -0.577 0.948 0.895 -0.05
N -29.814 -1.186 -12.894 1.025 0.579 0.567 0.04
H -32.197 -0.637 -8.563 0.501 -0.402 -0.605 0.09
H -33.809 -0.298 -9.140 -0.031 0.068 0.143 0.09
H -32.675 1.012 -8.838 0.087 0.178 -0.113 0.07
H -30.517 0.459 -10.657 0.260 0.129 -0.249 0.10
H -30.891 -1.266 -10.576 0.098 -0.154 0.222 0.12
H -31.021 0.415 -13.083 -0.530 0.174 0.266 0.11
H -33.133 -1.176 -12.738 -0.114 0.098 -0.194 0.06
H -32.018 -2.495 -12.874 0.358 0.010 -0.038 0.08
H -32.173 -1.335 -14.225 0.128 -0.107 0.041 0.07
H -29.084 -0.482 -12.854 0.243 0.067 -0.242 0.06
H -29.538 -1.814 -12.147 -0.133 -0.438 -0.033 0.07
C -23.314 1.343 -3.474 -0.072 1.740 -0.743 -0.09
O -22.991 1.847 -4.763 0.499 -0.027 -0.512 -0.20
C -23.073 3.245 -4.883 0.163 0.634 0.307 -0.21
C -24.495 3.862 -4.874 -0.253 -1.018 -0.206 -0.44
C -25.381 3.190 -5.924 -0.029 0.101 0.505 -0.06
N -24.334 5.260 -5.180 0.208 0.808 -0.789 0.04
H -22.749 1.888 -2.714 0.430 -0.319 0.148 0.09
H -23.079 0.282 -3.507 -0.518 0.041 0.338 0.09
H -24.336 1.699 -3.322 -0.417 -1.142 0.530 0.08
H -22.423 3.763 -4.170 -0.310 -0.141 0.766 0.12
H -22.544 3.555 -5.788 -0.474 -0.442 -0.592 0.13
H -25.006 3.764 -3.914 0.360 -0.007 0.274 0.13
H -25.038 3.535 -6.899 0.104 -0.495 -0.134 0.06
H -26.411 3.537 -5.819 -0.059 0.103 0.095 0.08
H -25.397 2.107 -5.800 0.163 -0.059 -0.358 0.09
H -25.230 5.714 -5.326 -0.390 -0.044 0.694 0.07
H -24.057 5.236 -6.158 0.689 0.325 -0.157 0.06
C -28.332 8.180 -14.708 -0.226 0.116 -0.341 -0.09
O -29.077 7.309 -15.567 -0.267 0.143 1.098 -0.21
C -29.167 7.638 -16.936 0.422 -1.528 -0.246 -0.20
C -30.093 6.587 -17.682 1.128 0.482 0.857 -0.38
C -29.543 5.146 -17.493 -0.674 0.081 -1.607 -0.06
N -30.096 7.002 -19.112 0.330 0.348 0.945 0.03
H -27.284 7.908 -14.559 0.049 -0.509 -0.238 0.07
H -28.810 8.188 -13.729 -0.089 -0.128 -0.047 0.08
H -28.268 9.215 -15.050 -0.420 0.055 -0.309 0.08
H -29.506 8.668 -17.062 -0.030 0.084 -0.183 0.12
H -28.160 7.465 -17.325 0.052 0.565 -0.615 0.12
H -31.092 6.725 -17.265 -0.082 -0.448 0.285 0.13
H -28.619 4.978 -18.050 0.454 0.637 0.384 0.07
H -30.175 4.511 -18.120 -0.505 -0.240 0.408 0.07
H -29.465 4.710 -16.500 -0.158 0.485 0.112 0.05
H -30.280 7.994 -19.013 0.103 0.264 -0.643 0.06
H -30.890 6.661 -19.639 -0.091 -0.423 0.222 0.07
C -24.874 5.002 -10.081 0.316 -1.111 -1.226 -0.12
O -24.975 5.385 -8.717 -0.639 0.286 -1.101 -0.17
C -25.512 6.691 -8.676 -1.640 1.464 0.936 -0.18
C -27.082 6.755 -8.991 0.602 -1.176 -0.153 -0.40
C -27.721 8.136 -9.001 1.363 0.181 -0.146 -0.06
N -27.905 5.926 -8.079 0.415 0.048 0.268 0.06
H -24.768 3.924 -10.217 0.666 -0.088 0.823 0.09
H -24.075 5.503 -10.632 0.363 0.166 0.436 0.10
H -25.735 5.086 -10.749 -0.646 0.836 0.723 0.06
H -25.316 7.174 -7.715 -0.176 -0.735 0.591 0.12
H -24.948 7.398 -9.291 -0.183 -0.305 -0.865 0.12
H -27.130 6.268 -9.967 -0.218 0.433 -0.385 0.11
H -27.112 8.799 -9.620 -0.066 0.188 -0.050 0.07
H -27.693 8.514 -7.979 -0.257 0.112 -0.018 0.08
H -28.733 8.162 -9.402 -0.022 -0.300 0.156 0.07
H -27.483 5.022 -7.919 0.323 0.106 -0.004 0.02
H -28.742 5.673 -8.591 -0.240 0.121 -0.032 0.06
C -23.871 0.903 -15.276 -0.777 -0.153 -0.461 -0.10
O -24.654 2.017 -15.716 0.210 0.050 0.562 -0.20
C -24.586 3.168 -14.834 -0.385 -0.767 -1.429 -0.18
C -25.801 4.057 -15.169 0.668 0.683 0.335 -0.41
C -25.747 4.519 -16.642 -0.868 -0.655 0.477 -0.04
N -25.770 5.238 -14.300 1.374 -0.207 -0.027 0.05
H -23.470 1.076 -14.277 0.207 -0.134 -0.068 0.08
H -23.108 0.602 -15.996 0.427 0.696 0.042 0.08
H -24.505 0.014 -15.280 -0.309 0.077 0.430 0.08
H -24.609 2.782 -13.813 0.051 0.380 0.264 0.11
H -23.660 3.690 -15.079 0.078 0.269 0.460 0.13
H -26.684 3.494 -14.857 -0.259 -0.398 -0.965 0.11
H -25.971 3.695 -17.320 -0.019 -0.066 0.085 0.08
H -24.783 4.923 -16.949 0.049 0.119 0.398 0.08
H -26.532 5.265 -16.773 0.101 0.149 -0.169 0.05
H -26.373 6.018 -14.503 -0.253 -0.389 0.004 0.04
H -25.707 4.975 -13.329 -0.305 0.409 0.043 0.04
C -26.843 2.598 -8.706 1.376 -0.291 0.127 -0.15
O -27.230 3.091 -9.938 -0.614 -0.114 -0.973 -0.24
C -27.330 2.043 -10.941 0.402 1.058 1.725 -0.17
C -27.580 2.787 -12.243 -0.400 -0.629 1.361 -0.20
N -28.957 3.228 -12.082 -0.459 1.257 -1.078 -0.02
C -29.267 4.467 -12.868 -0.225 -1.872 0.154 -0.17
C -30.642 4.931 -12.494 -0.120 0.918 1.119 -0.19
O -30.655 5.299 -11.095 -0.294 0.655 0.514 -0.22
C -31.896 5.875 -10.659 0.044 -0.178 -0.142 -0.10
H -25.812 2.236 -8.802 0.423 0.185 0.193 0.09
H -27.328 1.696 -8.322 -0.953 0.304 -0.047 0.10
H -26.836 3.439 -8.022 -0.168 -0.500 0.177 0.04
H -28.199 1.491 -10.576 -0.069 -0.624 -0.712 0.11
H -26.423 1.452 -10.802 0.089 -0.242 -0.716 0.12
H -27.406 2.134 -13.099 -0.169 0.185 -0.217 0.11
H -26.909 3.649 -12.236 0.354 -0.094 -0.315 0.09
H -29.056 3.512 -11.115 -0.010 -0.087 0.230 0.07
H -29.376 4.142 -13.905 0.358 0.280 -0.255 0.10
H -28.472 5.209 -12.774 -0.107 0.281 0.001 0.11
H -31.345 4.113 -12.658 -0.147 0.056 -0.148 0.11
H -30.912 5.836 -13.043 -0.130 -0.148 -0.415 0.13
H -32.682 5.152 -10.881 -0.344 0.210 0.079 0.08
H -32.155 6.870 -11.031 0.284 -0.145 -1.185 0.08
H -31.930 6.157 -9.605 0.690 -0.989 0.359 0.08